{
  "formula": "C45H36BCsF9N3O4PS3",
  "method": "the ωB97M-V functional and the def2-TZVPD basis",
  "species": ["Cs", "C", "C", "S", "C", "C", "S", "C", "C", "S", "H", "H", "H", "H", "H", "H", "H", "H", "H", "H", "H", "H", "O", "C", "N", "C", "O", "C", "C", "C", "C", "C", "N", "C", "C", "C", "C", "C", "N", "H", "H", "H", "H", "H", "H", "H", "H", "F", "C", "F", "F", "C", "C", "C", "C", "C", "C", "P", "C", "C", "C", "C", "C", "C", "C", "F", "F", "F", "C", "C", "C", "C", "C", "C", "C", "F", "F", "F", "H", "H", "H", "H", "H", "H", "H", "H", "H", "H", "H", "H", "O", "B", "O", "C", "C", "C", "C", "C", "C", "H", "H", "H", "H"],
  "positions_angstrom": [[0.250, 1.814, -1.682], [2.695, -2.787, -4.870], [2.950, -1.271, -4.962], [1.682, -0.264, -4.233], [0.619, 0.230, -5.649], [-0.835, -0.056, -5.379], [-1.214, -0.374, -3.649], [-1.119, -2.207, -3.558], [-0.129, -2.994, -4.409], [1.456, -3.313, -3.627], [3.695, -3.303, -4.619], [2.469, -3.159, -5.881], [3.231, -0.957, -5.986], [3.803, -0.984, -4.318], [1.007, -0.091, -6.625], [0.855, 1.336, -5.693], [-1.226, -0.917, -5.945], [-1.436, 0.776, -5.751], [-2.133, -2.545, -3.795], [-1.037, -2.552, -2.523], [0.004, -2.651, -5.468], [-0.572, -3.985, -4.398], [1.657, 5.510, 2.030], [1.341, 4.528, 1.329], [1.830, 4.182, 0.162], [2.982, 4.525, -0.477], [4.065, 4.821, 0.066], [3.058, 4.667, -1.991], [4.204, 5.454, -2.377], [4.549, 5.613, -3.668], [3.704, 5.055, -4.634], [2.651, 4.231, -4.250], [2.227, 4.199, -2.943], [0.197, 3.737, 1.949], [-0.510, 4.260, 3.075], [-1.560, 3.538, 3.674], [-1.972, 2.367, 3.084], [-1.251, 1.933, 1.948], [-0.248, 2.601, 1.429], [4.836, 5.760, -1.537], [5.405, 6.185, -3.954], [3.818, 5.212, -5.691], [2.018, 3.683, -4.941], [-0.167, 5.234, 3.495], [-1.967, 4.030, 4.565], [-2.726, 1.676, 3.483], [-1.474, 0.958, 1.482], [-3.954, -2.343, 7.984], [-3.033, -3.235, 7.543], [-2.205, -3.541, 8.588], [-3.701, -4.349, 7.176], [-2.302, -2.575, 6.413], [-1.001, -2.968, 6.139], [-0.340, -2.483, 5.006], [-0.998, -1.733, 4.042], [-2.288, -1.300, 4.381], [-2.937, -1.695, 5.527], [-0.128, -1.242, 2.494], [-0.259, -2.798, 1.608], [-1.081, -2.886, 0.490], [-1.171, -4.085, -0.196], [-0.473, -5.222, 0.193], [0.283, -5.171, 1.353], [0.379, -3.949, 2.048], [-0.592, -6.525, -0.543], [0.527, -6.745, -1.285], [-1.601, -6.488, -1.469], [-0.802, -7.678, 0.229], [1.633, -1.247, 2.813], [2.454, -1.664, 1.719], [3.817, -1.668, 1.836], [4.427, -1.093, 3.002], [3.608, -0.682, 4.040], [2.232, -0.661, 3.917], [5.898, -0.915, 3.014], [6.553, -2.011, 3.541], [6.462, -0.696, 1.737], [6.229, 0.136, 3.793], [-0.477, -3.633, 6.836], [0.657, -2.812, 4.793], [-2.900, -0.665, 3.769], [-3.866, -1.243, 5.976], [-1.760, -2.055, 0.210], [-1.811, -4.035, -1.060], [0.838, -6.018, 1.743], [1.011, -3.989, 2.957], [2.023, -1.929, 0.747], [4.446, -2.020, 1.028], [4.056, -0.253, 4.980], [1.710, -0.203, 4.767], [-3.412, 2.133, -2.166], [-2.501, 3.051, -1.460], [-3.320, 4.114, -1.081], [-4.612, 3.954, -1.632], [-5.712, 4.764, -1.490], [-6.950, 4.270, -2.024], [-6.975, 2.965, -2.487], [-5.822, 2.209, -2.672], [-4.664, 2.684, -2.214], [-5.580, 5.823, -1.207], [-7.865, 4.855, -1.853], [-7.963, 2.603, -2.746], [-5.871, 1.234, -3.134]],
  "mulliken_charge": [1.605, -0.716, -0.651, 0.040, -0.407, -0.944, -0.040, 0.261, -0.801, 0.012, 0.299, 0.293, 0.351, 0.286, 0.394, 0.092, 0.372, 0.556, 0.429, -0.744, 0.258, 0.566, -0.747, -0.280, -0.070, 0.049, -0.708, 0.565, -0.502, -0.388, -0.508, -0.307, -0.175, 0.426, 0.041, -0.664, -0.748, -0.436, 0.206, 0.396, 0.439, 0.365, 0.328, 0.412, 0.355, 0.286, 0.745, -0.279, 0.908, -0.270, -0.256, 0.237, -1.186, -0.100, 0.598, -0.353, -0.832, 0.582, -0.321, -0.110, -0.513, 0.042, -1.227, 0.195, 0.721, -0.233, -0.284, -0.274, 0.159, -0.862, -0.895, 0.230, -0.626, -0.326, 0.802, -0.256, -0.265, -0.253, 0.374, 0.344, 0.493, 0.352, 0.529, 0.730, 0.459, 0.073, 0.620, 0.439, 0.311, 0.533, 0.240, -0.685, -1.257, 0.269, -0.807, -0.562, -0.359, -0.880, 1.011, 0.354, 0.337, 0.324, 0.417],
  "e_above_lowest_kj_mol": 226.32,
  "charge": -1,
  "homo_lumo_gap_ev": 4.5,
  "e_lumo_ev": 1.33,
  "homo_energy_ev": -3.2
}